[1]
Formula: C5H14
Source: the Open Molecules 2025 dataset
Level of theory: ωB97M-V with the def2-TZVPD basis set

Last columns: bonded neighbours and bond lengths (Å).
CARTESIAN COORDINATES (ANGSTROEM)
1 C 0.5198 1.7020 -3.2246  C2 1.573, H3 1.088, H4 1.088, H5 1.090
2 C 1.5998 1.5081 -2.0979  C1 1.573, H6 1.090, H7 1.086, H8 1.092
3 H 0.5525 0.8188 -3.8596  C1 1.088
4 H -0.4862 1.7756 -2.8155  C1 1.088
5 H 0.8274 2.6108 -3.7418  C1 1.090
6 H 1.2154 0.9153 -1.2684  C2 1.090
7 H 2.0701 2.4376 -1.7925  C2 1.086
8 H 2.2958 0.8379 -2.6064  C2 1.092
9 C -0.5801 -1.6376 2.2895  C10 1.513, C11 1.537, H12 1.090, H13 1.078
10 C 0.3120 -0.4390 2.0496  C9 1.513, H14 1.089, H15 1.093, H18 1.095
11 C -1.9678 -1.5113 1.6413  C9 1.537, H16 1.093, H17 1.099, H19 1.065
12 H -0.6829 -1.8873 3.3457  C9 1.090
13 H -0.2102 -2.5484 1.8478  C9 1.078
14 H 0.2627 -0.0606 1.0299  C10 1.089
15 H -0.0044 0.3625 2.7217  C10 1.093
16 H -2.1530 -2.1705 0.7895  C11 1.093
17 H -2.1481 -0.5357 1.1696  C11 1.099
18 H 1.3776 -0.6246 2.2191  C10 1.095
19 H -2.8004 -1.5536 2.3031  C11 1.065

<S²>: 0.750
Energy relative to the best compared isomer or geometry (same formula, charge and spin) in kcal/mol: 11.0
Net charge: -1
Gap between HOMO and LUMO (alpha / beta) in eV: 2.71 / 12.15
Multiplicity: 2
E in eV: -5410.0315

Atomic partial charges in e from the natural (NBO) method, atoms 1 to 4: atom 1 (C): -0.7362, atom 2 (C): -0.8728, atom 3 (H): 0.1876, atom 4 (H): 0.1926



[2]
Formula: C5H14
Source: the Open Molecules 2025 dataset
Level of theory: ωB97M-V with the def2-TZVPD basis set

Last columns: bonded neighbours and bond lengths (Å).
CARTESIAN COORDINATES (ANGSTROEM)
1 C 1.7116 -0.5794 0.4137  C2 1.537, C3 1.626, H4 1.069, H5 1.121
2 C 2.1201 -1.3644 -0.8429  C1 1.537, H6 1.047, H8 1.106, H9 1.093
3 C 0.4219 -1.1855 1.1957  C1 1.626, H7 1.147, H10 1.105, H11 1.104
4 H 2.4617 -0.7479 1.1569  C1 1.069
5 H 1.3295 0.4659 0.2805  C1 1.121
6 H 1.3657 -1.6689 -1.5025  C2 1.047
7 H 0.5759 -2.3215 1.1724  C3 1.147
8 H 2.7200 -2.2781 -0.6746  C2 1.106
9 H 2.7411 -0.5646 -1.2539  C2 1.093
10 H 0.5834 -0.7475 2.1971  C3 1.105
11 H -0.4486 -0.6703 0.7521  C3 1.104
12 C -2.3136 1.0185 -0.8109  C13 1.451, H14 1.015, H15 1.058, H16 1.001
13 C -1.6219 1.8916 0.1189  C12 1.451, H17 1.130, H18 1.128, H19 1.068
14 H -3.2669 1.3366 -0.9551  C12 1.015
15 H -1.9045 0.8431 -1.7710  C12 1.058
16 H -2.4793 0.1074 -0.4316  C12 1.001
17 H -1.2104 1.3418 1.0169  C13 1.130
18 H -0.6748 2.2958 -0.3408  C13 1.128
19 H -2.1109 2.8274 0.2790  C13 1.068

<S²>: 0.750
Energy relative to the best compared isomer or geometry (same formula, charge and spin) in kcal/mol: 40.2
Net charge: -1
Gap between HOMO and LUMO (alpha / beta) in eV: 2.68 / 11.19
Multiplicity: 2
E in eV: -5408.7659

Atomic partial charges in e from the natural (NBO) method, atoms 1 to 4: atom 1 (C): -0.5250, atom 2 (C): -0.7018, atom 3 (C): -0.6987, atom 4 (H): 0.1802



[3]
Formula: C5H14
Source: the Open Molecules 2025 dataset
Level of theory: ωB97M-V with the def2-TZVPD basis set

Last columns: bonded neighbours and bond lengths (Å).
CARTESIAN COORDINATES (ANGSTROEM)
1 C -0.4097 -1.8738 -1.9308  C2 1.512, H3 1.088, H4 1.108, H5 1.083
2 C -1.6265 -1.5712 -1.0862  C1 1.512, H6 1.051, H7 1.097, H8 1.091
3 H 0.4763 -1.2727 -1.7365  C1 1.088
4 H -0.0007 -2.8801 -1.7135  C1 1.108
5 H -0.6624 -2.0365 -2.9716  C1 1.083
6 H -1.8397 -0.5422 -1.1051  C2 1.051
7 H -1.5228 -1.7726 -0.0131  C2 1.097
8 H -2.4949 -2.1448 -1.4144  C2 1.091
9 C 0.7203 1.5897 0.5746  C10 1.550, C11 1.548, H12 1.095, H13 1.096
10 C 1.9337 0.7598 1.0667  C9 1.550, H14 1.092, H17 1.085, H18 1.088
11 C -0.5311 1.2994 1.4377  C9 1.548, H15 1.085, H16 1.083, H19 1.093
12 H 0.9253 2.6576 0.4413  C9 1.095
13 H 0.5544 1.2999 -0.4698  C9 1.096
14 H 1.9542 -0.1015 0.3951  C10 1.092
15 H -0.9768 0.3870 1.0552  C11 1.085
16 H -0.2052 1.2832 2.4702  C11 1.083
17 H 1.7241 0.3394 2.0451  C10 1.085
18 H 2.8848 1.2844 1.0079  C10 1.088
19 H -1.2492 2.0942 1.2182  C11 1.093

<S²>: 0.750
Energy relative to the best compared isomer or geometry (same formula, charge and spin) in kcal/mol: 13.1
Net charge: -1
Gap between HOMO and LUMO (alpha / beta) in eV: 2.75 / 11.62
Multiplicity: 2
E in eV: -5409.9410

Atomic partial charges in e from the natural (NBO) method, atoms 1 to 4: atom 1 (C): -1.0338, atom 2 (C): -0.7377, atom 3 (H): 0.1912, atom 4 (H): 0.1759



[4]
Formula: C5H14
Source: the Open Molecules 2025 dataset
Level of theory: ωB97M-V with the def2-TZVPD basis set

Last columns: bonded neighbours and bond lengths (Å).
CARTESIAN COORDINATES (ANGSTROEM)
1 C 0.9051 -1.9856 0.5658  C2 1.547, H3 1.152, H4 1.137, H5 1.033
2 C 0.7098 -1.9417 -0.9683  C1 1.547, H6 1.232, H7 1.166, H8 1.081
3 H 1.0563 -0.8599 0.7569  C1 1.152
4 H 0.0169 -2.5667 0.9741  C1 1.137
5 H 1.8382 -2.3014 0.8765  C1 1.033
6 H 1.1980 -0.8883 -1.3795  C2 1.232
7 H 1.1383 -2.8329 -1.5860  C2 1.166
8 H -0.3602 -1.9689 -1.1199  C2 1.081
9 C -0.6475 1.9913 -0.0319  C10 1.656, C11 1.545, H12 1.086, H13 1.281
10 C 0.7743 1.1919 0.2571  C9 1.656, H14 1.108, H17 1.076, H18 1.172
11 C -1.9035 1.1281 0.2191  C9 1.545, H15 1.133, H16 1.207, H19 1.033
12 H -0.6821 2.9153 0.5367  C9 1.086
13 H -0.7413 2.5104 -1.1988  C9 1.281
14 H 1.6475 1.8430 0.4606  C10 1.108
15 H -2.6958 1.2506 -0.5818  C11 1.133
16 H -1.4626 0.0541 0.5489  C11 1.207
17 H 0.9057 0.6281 -0.6503  C10 1.076
18 H 0.5878 0.4781 1.1684  C10 1.172
19 H -2.2850 1.3543 1.1525  C11 1.033

Energy relative to the best compared isomer or geometry (same formula, charge and spin) in kcal/mol: 66.9
Gap between HOMO and LUMO in eV: 11.72
E in eV: -5409.1467

Atomic partial charges in e from the natural (NBO) method, atoms 1 to 4: atom 1 (C): -0.6464, atom 2 (C): -0.6017, atom 3 (H): 0.2259, atom 4 (H): 0.2116



[5]
Formula: C5H14
Source: the Open Molecules 2025 dataset
Level of theory: ωB97M-V with the def2-TZVPD basis set

Last columns: bonded neighbours and bond lengths (Å).
CARTESIAN COORDINATES (ANGSTROEM)
1 C 2.6335 1.0577 -1.4193  C2 1.545, H3 1.094, H4 1.092, H5 1.085
2 C 1.2768 1.7917 -1.3381  C1 1.545, H6 1.082, H7 1.086, H8 1.088
3 H 3.5083 1.5843 -1.0276  C1 1.094
4 H 2.5645 0.1704 -0.7868  C1 1.092
5 H 2.8540 0.8204 -2.4550  C1 1.085
6 H 0.8215 1.6312 -0.3697  C2 1.082
7 H 1.3597 2.8508 -1.5614  C2 1.086
8 H 0.6950 1.3492 -2.1436  C2 1.088
9 C -0.9039 -0.7835 0.8291  C10 1.521, C11 1.545, H12 1.091, H13 1.092
10 C -1.4920 -0.5316 2.2088  C9 1.521, H14 1.092, H16 1.088, H17 1.091
11 C -1.7788 -1.6787 -0.0771  C9 1.545, H15 1.093, H18 1.090, H19 1.085
12 H -0.7693 0.1775 0.3301  C9 1.091
13 H 0.0591 -1.2920 0.9095  C9 1.092
14 H -2.4590 -0.0332 2.1168  C10 1.092
15 H -1.6511 -2.7148 0.2458  C11 1.093
16 H -0.8559 0.1243 2.7987  C10 1.088
17 H -1.5882 -1.4770 2.7452  C10 1.091
18 H -2.8239 -1.4294 0.1039  C11 1.090
19 H -1.4503 -1.6173 -1.1091  C11 1.085

Energy relative to the best compared isomer or geometry (same formula, charge and spin) in kcal/mol: 5.6
Gap between HOMO and LUMO in eV: 12.57
E in eV: -5411.8064

Atomic partial charges in e from the natural (NBO) method, atoms 1 to 4: atom 1 (C): -0.6071, atom 2 (C): -0.6067, atom 3 (H): 0.2008, atom 4 (H): 0.2026



[6]
Formula: C5H14
Source: the Open Molecules 2025 dataset
Level of theory: ωB97M-V with the def2-TZVPD basis set

Last columns: bonded neighbours and bond lengths (Å).
CARTESIAN COORDINATES (ANGSTROEM)
1 C 2.2498 -0.6957 0.0529  C2 1.517, H3 1.100, H4 1.088, H5 1.090
2 C 2.1151 -1.7476 1.1376  C1 1.517, H6 1.089, H7 1.087, H8 1.089
3 H 3.2476 -0.2352 -0.0034  C1 1.100
4 H 2.1217 -1.1151 -0.9428  C1 1.088
5 H 1.5036 0.0906 0.1639  C1 1.090
6 H 2.4385 -1.4119 2.1213  C2 1.089
7 H 2.6193 -2.6569 0.8199  C2 1.087
8 H 1.0810 -2.0877 1.1322  C2 1.089
9 C -1.5168 0.9210 -1.0110  C10 1.510, C11 1.547, H12 1.084, H13 1.094
10 C -1.5267 -0.3599 -0.2114  C9 1.510, H14 1.093, H15 1.088, H18 1.089
11 C -1.7331 2.1870 -0.1483  C9 1.547, H16 1.088, H17 1.087, H19 1.086
12 H -2.2114 0.9087 -1.8428  C9 1.084
13 H -0.5589 0.9872 -1.5349  C9 1.094
14 H -0.5807 -0.4801 0.3222  C10 1.093
15 H -2.2492 -0.4510 0.5971  C10 1.088
16 H -0.7720 2.6271 0.1103  C11 1.088
17 H -2.3405 1.9012 0.7068  C11 1.087
18 H -1.5427 -1.2869 -0.7828  C10 1.089
19 H -2.3445 2.9053 -0.6868  C11 1.086

Energy relative to the best compared isomer or geometry (same formula, charge and spin) in kcal/mol: 8.2
Gap between HOMO and LUMO in eV: 12.34
E in eV: -5411.6929

Atomic partial charges in e from the natural (NBO) method, atoms 1 to 4: atom 1 (C): -0.6066, atom 2 (C): -0.6107, atom 3 (H): 0.2022, atom 4 (H): 0.2028